Computed, not measured: a cluster of 12 separate species, C68H166N10O4S2 in total, with ωB97M-V/def2-TZVPD.

XYZ file:
```
250
Properties=species:S:1:pos:R:3:forces:R:3:lowdin_charge:R:1
O -6.2633 19.9576 25.9783 -0.45 -0.82 1.59 -0.34
S -6.2824 19.3832 27.3326 2.11 0.24 0.74 0.71
O -7.3749 18.5736 27.8370 -0.31 0.54 -0.59 -0.35
C -4.7580 18.4166 27.6864 0.59 0.99 -0.95 -0.21
C -4.2187 18.8871 29.0708 -1.89 -0.72 -0.70 -0.19
C -4.4347 20.3914 29.1119 1.24 0.72 -1.06 -0.24
C -5.8154 20.6695 28.5776 -1.88 -0.49 0.78 -0.21
H -4.0612 18.7610 26.9222 0.09 -0.05 -0.22 0.10
H -5.0075 17.3799 27.4601 0.10 -0.19 0.62 0.07
H -4.9409 18.4405 29.7542 0.37 -0.17 0.65 0.11
H -3.1977 18.5898 29.3100 -0.19 -0.10 -0.21 0.12
H -3.6892 20.8797 28.4842 0.26 0.05 0.04 0.12
H -4.3227 20.7734 30.1266 -0.06 0.08 -0.07 0.12
H -6.2115 21.6293 28.2459 0.86 0.17 -0.22 0.11
H -6.3749 20.4632 29.4900 -0.98 -0.32 -0.35 0.09
O -7.6712 19.6810 21.6974 -1.67 -0.61 0.48 -0.35
S -9.0588 19.3806 22.0908 0.63 0.41 -0.83 0.72
O -10.1472 19.8219 21.2219 0.77 -0.17 0.90 -0.35
C -9.2600 17.5799 22.3938 0.31 0.63 0.84 -0.19
C -8.9260 17.5063 23.9176 0.12 -0.15 -0.36 -0.22
C -9.6403 18.6914 24.6242 0.84 -0.42 0.06 -0.21
C -9.2533 19.9425 23.8456 -0.69 -0.40 -1.01 -0.20
H -8.6446 17.0617 21.6585 0.50 0.07 0.42 0.10
H -10.2754 17.2572 22.1638 -0.20 0.44 0.25 0.09
H -9.0652 16.5133 24.3450 -0.81 0.04 0.00 0.10
H -7.8602 17.6276 24.1113 0.11 0.44 -0.44 0.08
H -9.1972 18.8219 25.6115 -0.25 -0.24 0.20 0.08
H -10.7193 18.5736 24.7241 0.01 -0.08 -0.15 0.11
H -8.2948 20.3505 24.1664 -0.10 0.02 -0.16 0.09
H -10.0666 20.6682 23.8441 0.29 0.21 -0.05 0.10
C -11.3268 10.2426 25.2559 -0.49 0.48 -0.53 -0.08
C -12.6687 10.8630 25.6743 -0.18 -1.68 0.20 -0.24
N -13.5209 9.8225 26.3244 -0.13 0.17 0.98 -0.16
C -12.9876 9.4482 27.6759 0.17 -0.23 -1.56 -0.25
C -12.6489 10.5964 28.5518 0.68 0.78 0.98 -0.10
C -14.9552 10.1811 26.4619 1.28 -0.27 -0.84 -0.26
C -15.5773 10.4143 25.1119 -0.51 -0.16 -1.03 -0.10
H -11.5093 9.6737 24.3442 0.21 -0.25 0.11 0.07
H -10.8494 9.6024 25.9976 -0.08 0.20 0.03 0.06
H -10.6748 11.0739 24.9875 0.33 -0.13 0.04 0.07
H -12.4615 11.7348 26.2949 -0.41 0.27 0.11 0.09
H -13.1831 11.1459 24.7559 0.02 0.33 0.20 0.10
H -13.6278 8.8119 28.2869 -0.76 -0.10 -0.66 0.11
H -12.1367 8.7948 27.4831 0.35 0.21 0.18 0.10
H -12.2908 10.1501 29.4796 0.03 0.36 0.33 0.06
H -11.8787 11.2803 28.1951 0.25 -0.28 -0.15 0.06
H -13.4893 11.2537 28.7751 -0.29 -0.20 0.10 0.06
H -15.0427 11.0871 27.0616 -0.45 0.04 0.47 0.10
H -15.3963 9.2941 26.9165 -0.26 0.33 0.30 0.11
H -15.3404 11.3789 24.6631 -0.08 0.15 0.22 0.04
H -16.6590 10.2807 25.0936 -0.19 0.38 0.44 0.07
H -15.2729 9.6704 24.3756 0.47 -0.22 0.13 0.08
C -19.8993 10.9590 28.4021 0.80 0.19 -0.45 -0.08
C -18.3670 10.5668 28.4554 -1.52 0.79 0.86 -0.23
N -17.8457 10.5240 29.8434 1.03 -1.73 -1.11 -0.18
C -17.9221 11.7954 30.5849 1.39 0.06 -1.02 -0.20
C -16.9417 12.9415 30.0495 -0.82 -0.89 0.78 -0.06
C -16.4686 9.8434 29.8423 -0.98 1.22 2.05 -0.21
C -16.1911 9.2308 31.2432 0.36 -1.05 -0.68 -0.09
H -20.2284 10.9844 27.3632 0.16 -0.05 -0.19 0.06
H -20.0903 11.9679 28.7680 0.18 0.03 0.13 0.05
H -20.6108 10.3018 28.9021 0.50 -0.29 0.29 0.07
H -18.2570 9.6243 27.9191 0.15 -0.30 0.55 0.10
H -17.7960 11.2769 27.8572 0.00 0.42 -0.27 0.09
H -18.9727 12.0852 30.6034 0.21 0.14 0.13 0.10
H -17.5486 11.6169 31.5932 -0.57 -0.28 0.09 0.09
H -16.4386 12.6008 29.1446 -0.04 0.28 -0.08 0.04
H -17.4352 13.9038 29.9133 -0.03 -0.08 -0.24 0.06
H -16.2070 13.0678 30.8448 0.27 0.20 -0.28 0.04
H -15.6852 10.5605 29.5969 0.14 0.22 -0.12 0.08
H -16.3551 9.0207 29.1364 -0.68 0.22 -0.23 0.10
H -16.6755 8.2546 31.2669 -0.64 0.17 0.29 0.07
H -16.4155 9.7774 32.1591 -0.24 0.31 -0.39 0.07
H -15.1574 8.8960 31.3300 0.44 0.44 -0.14 0.05
C -3.3611 14.4928 26.6437 -0.90 -0.07 -0.24 -0.08
C -4.8481 14.1277 26.3936 0.51 0.67 1.14 -0.24
N -5.7314 15.3323 26.4140 0.39 -0.21 -1.13 -0.17
C -7.1456 14.9673 26.6930 1.27 -0.73 0.70 -0.23
C -7.3502 14.8845 28.2040 -0.14 0.04 0.23 -0.08
C -5.5403 16.1952 25.2065 -1.15 -0.08 0.62 -0.23
C -6.1758 15.7356 23.8916 0.68 -0.09 -0.19 -0.08
H -2.9468 14.9503 25.7453 0.44 -0.36 0.05 0.06
H -2.8843 13.5662 26.9634 0.49 0.09 -0.48 0.07
H -3.2106 15.2020 27.4576 -0.39 0.06 0.07 0.06
H -4.9091 13.4455 25.5456 -0.23 0.44 -0.84 0.11
H -5.0868 13.4200 27.1875 -0.60 0.48 0.48 0.10
H -7.9280 15.6434 26.3483 0.50 0.38 -0.50 0.10
H -7.2923 13.9981 26.2163 -0.55 -0.22 -0.02 0.11
H -8.2786 14.3473 28.3979 -0.12 0.20 0.22 0.05
H -6.5793 14.4057 28.8078 0.28 -0.36 -0.52 0.07
H -7.3825 15.8957 28.6096 -0.38 0.11 -0.05 0.06
H -4.4831 16.4236 25.0718 -0.01 -0.09 0.08 0.11
H -6.0470 17.1273 25.4568 0.14 0.28 0.13 0.08
H -6.2549 16.5623 23.1856 0.14 0.23 0.10 0.07
H -7.1969 15.3794 24.0276 0.24 -0.40 0.01 0.06
H -5.5161 15.0249 23.3938 -0.39 -0.46 0.02 0.07
C -11.4428 18.4672 34.3387 0.85 0.66 0.97 -0.07
C -9.9582 18.6374 34.8387 -0.57 -0.21 -1.32 -0.23
N -9.1077 19.3832 33.9090 0.29 0.53 2.12 -0.20
C -7.7816 19.6146 34.5616 -0.76 0.50 -1.04 -0.23
C -6.8745 20.5929 33.7510 -0.97 -0.80 0.86 -0.07
C -9.0030 18.7068 32.6763 0.35 0.17 -1.27 -0.30
C -8.3484 17.3324 32.6787 -0.15 -0.61 -0.49 -0.07
H -11.6934 17.8992 33.4428 0.75 -0.38 0.03 0.05
H -11.8611 19.4525 34.1331 -0.10 0.11 0.34 0.07
H -11.9369 17.9936 35.1870 -0.45 0.12 -0.13 0.07
H -9.9105 19.1473 35.8008 -0.41 -0.01 0.00 0.11
H -9.5193 17.6481 34.9683 -0.04 -0.38 0.38 0.10
H -7.2821 18.6691 34.7730 0.24 -0.20 -0.02 0.10
H -8.0343 20.0563 35.5255 0.27 0.16 0.03 0.11
H -5.9314 20.6622 34.2932 0.02 0.36 -0.16 0.07
H -7.4270 21.5318 33.7162 0.39 0.20 -0.04 0.07
H -6.6842 20.2709 32.7272 0.04 -0.16 0.10 0.05
H -9.9894 18.6751 32.2135 -0.07 -0.22 -0.01 0.09
H -8.4486 19.4082 32.0527 0.19 -0.37 -0.48 0.09
H -8.9071 16.5416 33.1793 -0.22 0.23 0.39 0.06
H -8.3277 16.9609 31.6542 0.37 0.14 -0.23 0.06
H -7.3403 17.3177 33.0930 0.03 0.10 -0.15 0.07
C -18.4520 17.3292 32.5800 -0.16 0.01 0.15 -0.08
C -17.0562 17.8807 32.5736 1.37 0.67 0.02 -0.29
N -16.2072 17.4994 33.6982 1.00 -0.57 1.01 -0.18
C -15.9636 16.0291 33.7538 -0.27 0.29 -0.96 -0.22
C -15.1262 15.4202 32.5838 -0.08 -0.30 0.62 -0.09
C -14.8856 18.2242 33.8074 -1.57 0.18 0.25 -0.23
C -15.0123 19.7559 34.0022 0.34 -0.09 -0.56 -0.08
H -18.9521 17.7087 33.4711 -0.20 -0.23 0.02 0.08
H -18.4925 16.2402 32.5600 -0.04 0.04 0.03 0.06
H -18.9799 17.7000 31.7014 -0.06 -0.01 -0.01 0.07
H -16.5232 17.6652 31.6476 -0.07 -0.24 -0.59 0.10
H -17.1154 18.9689 32.5942 -0.09 0.12 0.06 0.11
H -15.4767 15.7267 34.6809 0.01 0.42 0.17 0.11
H -16.9574 15.5820 33.7793 0.10 -0.22 -0.04 0.09
H -15.5100 15.6141 31.5822 0.14 0.43 0.04 0.06
H -14.0717 15.6719 32.6975 0.00 0.51 -0.36 0.05
H -15.0821 14.3324 32.6388 -0.40 -0.22 0.32 0.05
H -14.2994 17.9671 32.9251 0.44 0.28 -0.09 0.09
H -14.4097 17.8160 34.6989 0.10 -0.18 -0.12 0.10
H -14.1113 20.2455 34.3717 0.37 -0.57 0.25 0.05
H -15.7853 20.0534 34.7108 -0.28 -0.26 -0.24 0.08
H -15.1139 20.2658 33.0442 -0.63 -0.02 -0.08 0.05
C -18.0798 19.0082 23.7844 1.43 0.78 0.77 -0.07
C -16.8054 19.3734 24.6358 -0.20 -0.26 -0.01 -0.23
N -16.7272 18.7672 25.9888 -0.55 -0.61 -0.45 -0.19
C -15.5575 19.1464 26.7836 1.15 -1.25 -1.10 -0.24
C -14.1382 18.8589 26.1636 -0.92 0.85 0.13 -0.07
C -18.0017 18.9175 26.7266 0.48 -0.45 0.96 -0.23
C -18.0185 18.2348 28.1382 0.34 1.03 -0.37 -0.08
H -17.9055 19.4107 22.7865 0.12 -0.27 -0.14 0.07
H -18.9617 19.5476 24.1299 -0.13 -0.50 0.25 0.06
H -18.1628 17.9217 23.7540 -0.43 0.13 -0.03 0.06
H -15.9366 19.0840 24.0446 0.14 -0.49 0.17 0.10
H -16.6733 20.4546 24.6765 -0.40 0.56 0.23 0.11
H -15.5647 20.1740 27.1470 -0.24 0.31 0.09 0.10
H -15.4005 18.4530 27.6098 -1.17 0.24 0.52 0.10
H -14.0412 17.8354 25.8015 -0.10 0.01 0.07 0.05
H -13.8116 19.5608 25.3963 -0.10 -0.03 -0.13 0.07
H -13.5098 19.0058 27.0420 0.50 -0.14 -0.21 0.05
H -18.8696 18.5196 26.2007 0.40 -0.07 -0.50 0.10
H -18.1670 19.9892 26.8373 -0.38 0.39 0.34 0.11
H -17.7088 17.1897 28.1362 0.09 0.05 -0.21 0.07
H -18.9931 18.3041 28.6214 -0.27 -0.07 -0.41 0.07
H -17.3834 18.8102 28.8117 0.33 -0.24 0.06 0.04
C -11.4487 7.9575 31.9807 -0.73 0.59 2.68 -0.05
C -11.8099 8.6387 33.4199 0.61 -0.39 -2.07 -0.21
N -11.0654 9.9050 33.5806 -0.82 -1.62 0.59 -0.22
C -9.6249 9.6240 33.6713 -0.26 1.51 1.78 -0.24
C -8.9808 10.8259 34.4938 -0.24 -1.18 -0.58 -0.07
C -11.4408 11.0193 32.7187 -0.44 -0.08 0.26 -0.25
C -12.9725 11.2678 32.6030 0.51 -0.92 0.77 -0.07
H -11.8944 6.9649 32.0457 0.00 -0.01 -0.69 0.06
H -10.3625 7.8774 31.9383 -0.16 -0.11 -0.28 0.05
H -11.8376 8.5958 31.1873 0.00 -0.34 -0.12 0.04
H -12.8881 8.6708 33.5765 -0.21 0.96 -0.61 0.09
H -11.6189 7.9215 34.2182 1.03 0.13 0.09 0.10
H -9.5336 8.7303 34.2886 -0.09 0.02 0.18 0.10
H -9.0865 9.3392 32.7673 -0.07 0.59 -0.54 0.10
H -8.2422 10.4151 35.1821 0.23 0.19 -0.13 0.06
H -8.5387 11.6176 33.8890 0.03 -0.13 -0.06 0.06
H -9.7797 11.2482 35.1034 0.03 0.01 -0.05 0.07
H -10.9804 10.8750 31.7413 -0.07 0.23 -0.53 0.10
H -10.9844 11.8997 33.1711 0.06 0.16 -0.14 0.10
H -13.4566 11.0986 33.5647 0.28 0.29 0.44 0.07
H -13.4709 10.4938 32.0194 0.12 0.33 -0.67 0.04
H -13.2231 12.2867 32.3077 0.12 -0.18 -0.39 0.05
C -13.0686 15.2841 23.7817 -0.69 -0.15 -0.12 -0.06
C -14.5266 15.4498 24.2637 2.16 0.46 0.00 -0.29
N -15.3208 14.3287 23.9034 -1.04 -1.11 -0.78 -0.16
C -16.3542 14.2299 24.8895 -0.30 -2.28 0.90 -0.32
C -17.2874 15.3436 25.1734 0.06 0.77 0.20 -0.08
C -15.8283 14.2317 22.4966 -0.22 0.89 0.87 -0.20
C -16.5505 12.9240 22.1779 1.40 -0.77 0.50 -0.08
H -12.5199 16.2233 23.8507 0.15 -0.07 0.00 0.06
H -13.0278 14.8877 22.7671 0.07 0.26 -0.13 0.06
H -12.6330 14.5136 24.4178 0.31 0.10 0.01 0.06
H -14.4000 15.4558 25.3463 -0.45 -0.16 0.20 0.08
H -14.9229 16.4488 24.0821 -0.33 0.19 -0.71 0.10
H -15.8874 13.8795 25.8100 0.43 0.46 0.36 0.10
H -17.0310 13.3843 24.7669 0.22 -0.42 -0.84 0.10
H -17.9704 15.4597 24.3319 -0.33 0.23 0.23 0.07
H -16.7908 16.2884 25.3944 -0.16 0.12 0.02 0.05
H -17.7718 14.9815 26.0802 -0.66 0.48 -0.07 0.08
H -16.5639 15.0265 22.3729 -0.03 0.49 -0.39 0.10
H -14.9777 14.4374 21.8468 -0.15 -0.17 -0.16 0.11
H -15.8349 12.1171 22.3357 0.11 -0.23 0.35 0.06
H -17.3677 12.7392 22.8752 -0.19 0.10 -0.42 0.06
H -16.8111 12.7458 21.1346 -0.43 0.74 0.04 0.07
C -10.3961 21.0483 30.3256 -1.38 -0.39 -1.17 -0.06
C -11.6959 20.7914 29.4703 0.47 0.75 1.62 -0.25
N -12.7987 21.6023 30.0212 -1.25 -0.27 0.01 -0.16
C -12.7361 23.0252 29.6209 0.76 -0.31 -0.42 -0.24
C -12.7504 23.2183 28.1046 0.11 0.02 -0.17 -0.09
C -14.1286 20.9452 29.7334 0.15 0.93 -0.69 -0.24
C -15.4079 21.7221 30.1125 0.95 0.36 -0.37 -0.08
H -9.6611 20.4011 29.8471 0.50 0.03 0.55 0.06
H -10.5953 20.8516 31.3790 0.22 -0.29 -0.11 0.06
H -10.0969 22.0933 30.2444 0.11 -0.05 -0.15 0.06
H -11.4318 20.9614 28.4265 -0.27 0.29 -0.31 0.10
H -12.0081 19.7478 29.5101 0.14 -0.08 0.32 0.09
H -13.4799 23.6428 30.1243 -0.33 -0.41 -0.06 0.11
H -11.7923 23.4510 29.9616 0.14 -0.21 0.32 0.10
H -12.7852 24.2658 27.8053 -0.59 0.06 0.12 0.07
H -11.8248 22.8927 27.6298 0.09 -0.33 0.21 0.06
H -13.5500 22.6135 27.6769 -0.18 0.39 -0.31 0.06
H -14.1904 19.9412 30.1533 0.46 0.05 0.34 0.11
H -14.1950 20.8071 28.6543 -0.03 -0.28 -0.33 0.06
H -15.3565 22.0599 31.1476 -0.39 -0.19 0.08 0.07
H -16.3007 21.1541 29.8509 0.08 -0.39 0.55 0.06
H -15.5285 22.6030 29.4819 0.30 0.27 0.05 0.06
C -10.3793 17.2462 28.1686 -0.32 -0.04 0.27 -0.07
C -11.0181 15.8620 28.1707 -0.10 -0.07 0.55 -0.23
N -11.9909 15.6799 29.2819 0.64 1.54 0.27 -0.15
C -12.8063 14.4861 29.0854 -0.19 1.12 0.45 -0.25
C -13.7816 14.6769 27.9396 0.12 0.10 -0.64 -0.08
C -11.2900 15.7767 30.6259 -0.66 -0.51 -0.85 -0.21
C -10.5432 14.5174 30.9627 0.91 -0.63 0.43 -0.08
H -9.9392 17.4769 27.1985 0.31 -0.11 0.22 0.05
H -9.6715 17.3896 28.9850 0.33 -0.09 -0.31 0.06
H -11.1494 17.9966 28.3476 -0.24 -0.03 -0.13 0.06
H -11.4245 15.6859 27.1748 -0.86 0.20 0.22 0.10
H -10.2928 15.0494 28.2096 0.66 -0.02 0.23 0.08
H -12.1312 13.6460 28.9223 -0.32 -0.67 0.10 0.10
H -13.4337 14.3935 29.9719 0.33 -0.49 0.35 0.11
H -14.5801 13.9351 27.9225 0.20 -0.28 -0.01 0.05
H -14.2832 15.6440 27.9732 0.10 0.16 0.33 0.08
H -13.2482 14.6628 26.9892 -0.16 -0.25 -0.15 0.05
H -11.9405 15.9689 31.4791 -0.95 -0.07 -0.40 0.09
H -10.6380 16.6444 30.7266 0.12 0.02 -0.89 0.08
H -11.1521 13.7705 31.4720 -0.14 0.06 0.04 0.06
H -9.7084 14.7726 31.6155 0.06 -0.20 0.20 0.06
H -10.1029 14.0018 30.1093 0.02 0.18 -0.20 0.06
```
Positions in Å, forces in eV/Å.

Properties
total energy	-4335.03534	a.u.
total charge	0
LUMO energy	0.013	hartree
SMILES	O=S1(=O)CCCC1.O=S1(=O)CCCC1.CCN(CC)CC.CCN(CC)CC.CCN(CC)CC.CCN(CC)CC.CCN(CC)CC.CCN(CC)CC.CCN(CC)CC.CCN(CC)CC.CCN(CC)CC.CCN(CC)CC